This record from the OMol25 dataset describes C29H43BBiBrF3N5S2Si2Te as an isolated structure. The level of theory is ωB97M-V with the def2-TZVPD basis set.

```
88
C29H43BBiBrF3N5S2Si2Te ωB97M-V with the def2-TZVPD basis set
Bi -0.3238 -0.4147 1.4169
C -3.7711 -1.2065 3.1658
C -2.5922 -1.2159 4.0774
N -1.3481 -1.1110 3.6772
C -0.4730 -1.1114 4.7424
C -1.0671 -1.2338 5.9582
S -2.7586 -1.3421 5.7677
C 0.9564 -1.0068 4.4577
C 1.9888 -1.1430 5.3279
S 3.4755 -1.0429 4.4979
C 2.6633 -0.8343 3.0254
N 1.3525 -0.7929 3.1544
C 3.3913 -0.8033 1.7294
H -3.4405 -1.1130 2.1332
H -4.4275 -0.3674 3.3946
H -4.3537 -2.1215 3.2642
H -0.6112 -1.2639 6.9313
H 1.9475 -1.3148 6.3881
H 4.4063 -0.4319 1.8554
H 2.8788 -0.1634 1.0124
H 3.4427 -1.8125 1.3152
C -3.8600 4.1745 -2.5883
C -3.2193 3.8387 -1.2779
C -3.3867 4.6392 -0.1475
C -2.7707 4.3041 1.0447
C -2.0080 3.1493 1.0457
Br -1.0352 2.6905 2.6236
N -1.8396 2.3450 0.0154
C -2.4341 2.7056 -1.1315
H -3.8721 5.2507 -2.7535
H -4.8939 3.8275 -2.6122
H -3.3303 3.7091 -3.4174
H -3.9889 5.5360 -0.2045
H -2.8620 4.9173 1.9277
H -2.2535 2.0578 -1.9846
B 1.9030 -4.4525 -0.2707
C 1.1966 -3.1734 0.2545
N 0.6949 -2.1982 0.6549
H 2.9080 -4.0594 -0.8100
H 1.1167 -4.9488 -1.0374
H 2.1101 -5.1297 0.7001
F -5.2636 -4.7334 -1.9624
C -5.5762 -3.5561 -1.4181
F -6.2278 -2.8270 -2.3256
F -6.4035 -3.7796 -0.3877
C -4.3302 -2.8442 -0.9242
C -3.3818 -3.5516 -0.1990
C -2.2773 -2.8733 0.2745
N -2.0924 -1.5659 0.0569
C -3.0016 -0.8932 -0.6497
C -4.1368 -1.4943 -1.1634
H -3.4867 -4.6120 -0.0175
H -1.5039 -3.3929 0.8216
H -2.8042 0.1567 -0.8096
H -4.8454 -0.9196 -1.7422
C 0.4096 -2.3549 -3.2646
Si 1.9689 -1.3597 -3.5093
C 3.4309 -2.4391 -3.9010
C 1.7331 -0.0088 -4.7750
C 2.3556 -0.5194 -1.8419
Te 0.7671 0.7214 -1.1833
C 1.6948 2.6307 -1.0224
Si 3.2188 3.0695 0.0477
C 4.7280 2.0532 -0.3925
C 2.7918 2.8925 1.8654
C 3.5332 4.8640 -0.3517
H 0.1040 -2.8218 -4.2012
H -0.4321 -1.7407 -2.9276
H 0.5659 -3.1545 -2.5398
H 3.2663 -2.9670 -4.8401
H 3.5927 -3.1898 -3.1276
H 4.3446 -1.8550 -4.0103
H 1.4553 -0.4400 -5.7373
H 2.6549 0.5528 -4.9289
H 0.9442 0.6978 -4.5076
H 3.2348 0.1212 -1.8911
H 2.5138 -1.2705 -1.0682
H 0.8695 3.2824 -0.7265
H 1.9065 2.8700 -2.0667
H 4.5596 0.9848 -0.5095
H 5.4775 2.1733 0.3915
H 5.1762 2.4204 -1.3160
H 2.3337 1.9378 2.1210
H 2.1037 3.6773 2.1752
H 3.6949 2.9926 2.4689
H 3.8105 4.9870 -1.3993
H 4.3533 5.2574 0.2487
H 2.6585 5.4853 -0.1567
```

Computed properties:
Relative energy (zero: lowest compared OMol25 entry of this formula, charge and spin), kJ/mol: 40.6
Electronic energy, eV: -167640.747
LUMO energy, eV: -6.02
Total charge: +2

This record from the OMol25 dataset describes a 2-piece molecular cluster, C6H10N3S overall at a distorted geometry. The level of theory is ωB97M-V with the def2-TZVPD basis set.

```
20
C6H10N3S ωB97M-V with the def2-TZVPD basis set
C -2.5834 -0.7531 -0.7943
C -3.8705 0.5978 0.7805
C -1.9884 0.2172 -0.0780
C 0.6774 0.6753 -0.1874
C 0.9555 -1.5552 0.5342
C 2.9632 -0.1384 -0.1574
N -2.6042 0.8735 0.8362
N 1.5105 -0.3249 0.0158
N 0.9251 1.9155 -0.6157
S -4.2729 -0.6265 -0.3612
H -2.1226 -1.4460 -1.4697
H -4.4654 1.1603 1.4819
H -0.1388 -1.2468 0.5211
H 1.2493 -2.2474 -0.2409
H 1.4613 -1.6864 1.4233
H 3.4585 0.8434 0.2521
H 3.5816 -0.8368 0.3050
H 3.1326 -0.3884 -1.1445
H 0.2316 2.6163 -0.5299
H 1.8996 2.3505 -0.5710
```

Computed properties:
Relative energy (zero: lowest compared OMol25 entry of this formula, charge and spin), kJ/mol: 477.5
Electronic energy, eV: -21678.007
LUMO energy (alpha / beta), eV: -5.05 / -5.51
Total charge: +1

This record from the OMol25 dataset describes C23H30As2Cl2N2O2Pd as an isolated structure. The level of theory is ωB97M-V with the def2-TZVPD basis set.

```
62
C23H30As2Cl2N2O2Pd ωB97M-V with the def2-TZVPD basis set
Pd 0.2105 -0.9787 -0.0131
O -6.5066 0.8658 0.5876
C -5.9565 0.0388 1.5825
C -4.5205 -0.2340 1.2339
C -3.7325 -1.0336 2.0568
C -2.4203 -1.2645 1.7098
N -1.8679 -0.7506 0.6039
C -2.6164 0.0248 -0.1949
C -3.9426 0.3036 0.0938
C -1.9276 0.5854 -1.3970
C -2.5992 1.2943 -2.3729
C -1.9115 1.7909 -3.4773
C -2.6769 2.5493 -4.5366
O -3.5749 3.4661 -3.9469
C -0.5471 1.5578 -3.5499
C 0.0656 0.8389 -2.5416
N -0.5991 0.3591 -1.4899
H -7.4285 1.0545 0.7914
H -6.4805 -0.9209 1.6559
H -5.9882 0.5097 2.5717
H -4.1328 -1.4777 2.9591
H -1.7799 -1.8869 2.3216
H -4.5388 0.9361 -0.5447
H -3.6606 1.4789 -2.2936
H -3.2794 1.8351 -5.1029
H -1.9916 3.0216 -5.2428
H -3.1556 4.3291 -3.8706
H 0.0435 1.9229 -4.3799
H 1.1284 0.6393 -2.5641
C 3.3318 -1.1258 -2.4271
As 2.6169 -1.3444 -0.6468
C 3.2645 -3.0855 -0.1196
C 3.6683 -0.1446 0.4380
C 5.0522 -0.1063 0.2848
C 5.8233 0.6972 1.1113
C 5.2210 1.4630 2.0997
C 3.8436 1.4380 2.2555
C 3.0649 0.6391 1.4207
As 1.1506 0.6916 1.5746
C 0.7515 0.6851 3.4576
C 0.6479 2.4505 0.9629
H 4.3330 -1.5532 -2.4563
H 3.3863 -0.0695 -2.6818
H 2.7018 -1.6486 -3.1437
H 4.3516 -3.0981 -0.1857
H 2.8481 -3.8359 -0.7901
H 2.9564 -3.2914 0.9038
H 5.5489 -0.7050 -0.4695
H 6.8977 0.7214 0.9874
H 5.8243 2.0839 2.7483
H 3.3932 2.0523 3.0260
H 1.0864 1.6316 3.8810
H 1.2642 -0.1429 3.9406
H -0.3234 0.5905 3.5971
H 1.2495 3.1922 1.4875
H -0.4080 2.6156 1.1725
H 0.8257 2.5238 -0.1071
Cl 1.2694 -4.4208 2.7927
C 0.4188 -5.0003 1.3885
Cl -0.3680 -3.6352 0.4725
H -0.4019 -5.6434 1.6801
H 1.0972 -5.4800 0.6950
```

Computed properties:
Relative energy (zero: lowest compared OMol25 entry of this formula, charge and spin), kJ/mol: 0.0
Multiplicity: 3
Electronic energy, eV: -181601.116
LUMO energy (alpha / beta), eV: -5.70 / -7.50
Total charge: +2

This record from the OMol25 dataset describes one molecule with the formula C4H4F2 at a distorted geometry. The level of theory is ωB97M-V with the def2-TZVPD basis set.

```
10
C4H4F2 ωB97M-V with the def2-TZVPD basis set
C 0.7449 0.1004 0.5044
C -0.4254 0.7702 -0.2493
C -1.4977 -0.1430 -0.3557
C -2.4330 -0.8855 -0.2841
H 0.6681 -0.0601 1.5592
H -0.7298 1.6621 0.3047
H -0.0615 0.9939 -1.2864
H -3.2232 -1.5785 -0.3305
F 1.0220 -0.9912 -0.1721
F 1.7572 0.9835 0.4011
```

Computed properties:
Relative energy (zero: lowest compared OMol25 entry of this formula, charge and spin), kJ/mol: 69.3
Structure (SMILES): C#CCC(F)F
Electronic energy, eV: -9645.734
LUMO energy, eV: 1.04

This record from the OMol25 dataset describes one molecule with the formula C4H8S at a distorted geometry. The level of theory is ωB97M-V with the def2-TZVPD basis set.

```
13
C4H8S ωB97M-V with the def2-TZVPD basis set
C 0.0988 -1.3608 0.2043
C 0.8959 -0.3899 1.0326
C 0.2256 0.8816 0.9945
C 0.1445 -0.7120 -1.2559
H 0.5351 -2.4209 0.1878
H -0.9287 -1.2970 0.8431
H 2.0925 -0.3792 0.8176
H 1.0990 -0.6430 2.1708
H -0.3681 0.7800 2.0214
H 1.0214 1.6426 1.2070
H -0.5695 -1.1654 -2.1694
H 0.9582 -0.8388 -1.7347
S -0.7518 0.8630 -0.5748
```

Computed properties:
Relative energy (zero: lowest compared OMol25 entry of this formula, charge and spin), kJ/mol: 250.8
Structure (SMILES): C1CCSC1
Electronic energy, eV: -15109.786
LUMO energy, eV: 0.97